The following is a quantum chemistry calculation of the molecule C3HNO2 in a non-equilibrium geometry, from OMol25.

Geometry as XYZ:
```
7
Properties=species:S:1:pos:R:3:nbo_charge:R:1
C 1.372 0.232 0.129 0.23
C -1.619 0.410 -0.087 0.82
C 1.607 -0.977 0.250 -0.32
N -0.789 1.238 0.225 -0.26
O 0.477 1.374 -0.168 -0.30
O -2.595 -0.250 -0.075 -0.46
H 1.547 -2.028 -0.274 0.28
```

Frontier orbital gap = 9.6 eV
HOMO = -10.3 eV
E_tot = -319.92121 Eh
Spin multiplicity = 1
ΔE to the lowest compared entry with this formula, charge and spin = 467.5 kJ/mol

The following is a quantum chemistry calculation of the molecule C18H25FN2OP2 in a non-equilibrium geometry, from OMol25.

Geometry as XYZ:
```
49
Properties=species:S:1:pos:R:3:nbo_charge:R:1
C 0.407 1.433 4.706 -0.60
C 0.446 2.083 3.321 -0.70
P -1.207 1.969 2.525 0.77
C -1.519 3.585 1.680 -0.92
C -1.064 0.740 1.171 -0.33
C -1.885 -0.365 1.246 -0.17
C -1.846 -1.376 0.254 0.02
C -2.766 -2.560 0.415 -0.47
C -1.938 -3.819 0.771 0.08
C -1.764 -4.062 2.236 -0.17
O -0.690 -3.588 1.266 -0.50
C -0.986 -1.263 -0.818 0.03
C -0.908 -2.257 -1.934 -0.48
C -1.706 -1.774 -3.166 0.06
F -2.631 -0.801 -2.822 -0.37
C -0.114 -0.134 -0.892 0.11
N 0.750 -0.054 -1.941 -0.39
C 1.548 0.980 -1.962 -0.10
P 2.719 1.030 -3.371 0.78
C 3.567 2.661 -3.240 -0.94
C 4.019 -0.133 -2.774 -0.92
C 1.491 1.979 -0.964 0.01
N 0.667 1.962 0.045 -0.38
C -0.147 0.873 0.092 0.17
H -0.302 1.963 5.338 0.20
H 0.065 0.402 4.658 0.20
H 1.376 1.476 5.196 0.20
H 1.235 1.599 2.746 0.23
H 0.751 3.118 3.460 0.22
H -0.814 4.343 2.003 0.23
H -2.545 3.887 1.846 0.23
H -1.392 3.441 0.610 0.23
H -2.580 -0.442 2.069 0.22
H -3.438 -2.431 1.252 0.23
H -3.279 -2.788 -0.512 0.23
H -2.082 -4.693 0.152 0.18
H -1.241 -4.929 2.601 0.22
H -1.896 -3.160 2.816 0.20
H -1.297 -3.223 -1.639 0.21
H 0.116 -2.372 -2.267 0.25
H -2.229 -2.594 -3.649 0.16
H -1.028 -1.316 -3.881 0.17
H 2.835 3.455 -3.333 0.24
H 4.270 2.709 -4.064 0.24
H 4.108 2.738 -2.299 0.22
H 3.594 -1.131 -2.774 0.24
H 4.258 0.099 -1.737 0.22
H 4.901 -0.079 -3.399 0.23
H 2.169 2.818 -1.036 0.19
```

Frontier orbital gap = 7.6 eV
HOMO = -7.9 eV
E_tot = -1668.13784 Eh
Spin multiplicity = 1

The following is a quantum chemistry calculation of the ion C2H9NP with charge +1 in a non-equilibrium geometry, from OMol25.

Geometry as XYZ:
```
13
Properties=species:S:1:pos:R:3:nbo_charge:R:1
C -1.182 0.236 -1.153 -0.46
C 1.920 0.518 0.841 -0.95
N -0.492 -0.866 -0.357 -0.82
P 0.424 0.019 1.293 1.05
H -1.718 -0.084 -2.062 0.25
H -1.885 0.892 -0.627 0.23
H -0.430 0.933 -1.415 0.22
H 2.854 0.009 0.842 0.29
H 1.775 1.507 0.408 0.25
H 0.155 -1.348 -1.021 0.44
H -1.161 -1.588 0.005 0.42
H 0.494 -1.032 2.076 0.02
H -0.753 0.804 1.169 0.06
```

Frontier orbital gap = 9.6 eV
HOMO = -13.5 eV
E_tot = -477.35055 Eh
Total charge = +1
Spin multiplicity = 1
ΔE to the lowest compared entry with this formula, charge and spin = 149.5 kJ/mol

The following is a quantum chemistry calculation of a structure of composition C29H32AsFeNO7P2, from OMol25.

Geometry as XYZ:
```
73
Properties=species:S:1:pos:R:3:mulliken_spin:R:1
Fe -0.090 0.730 -2.618 3.89
C -4.487 -1.663 -2.633 0.00
C -2.974 -1.575 -2.761 0.01
O -2.472 -2.864 -3.069 0.00
P -2.202 -0.997 -1.207 -0.01
O -2.533 -2.089 -0.130 0.00
O -2.973 0.292 -0.705 0.00
O -0.721 -0.770 -1.379 0.03
P -2.497 -0.284 -4.021 -0.03
O -1.008 -0.906 -4.350 0.02
O -3.345 -0.218 -5.213 0.00
O -2.210 0.938 -3.151 0.03
H -4.758 -2.361 -1.840 0.00
H -4.885 -2.022 -3.581 0.00
H -4.928 -0.690 -2.418 0.00
H -1.617 -2.750 -3.505 0.00
H -1.980 -2.121 0.667 0.00
H -2.921 0.943 -1.439 0.00
H -0.695 -0.691 -5.237 -0.01
C 2.457 0.263 -1.010 -0.01
N 1.800 1.406 -1.659 0.06
C 1.428 2.408 -0.650 0.00
C 2.677 2.010 -2.694 -0.03
C 1.956 2.313 -3.993 -0.02
C 2.608 3.087 -4.950 0.00
C 1.991 3.351 -6.162 0.01
C 0.717 2.851 -6.406 0.00
C 0.076 2.091 -5.436 -0.04
C 0.681 1.787 -4.212 0.05
H 3.357 0.575 -0.465 0.00
H 2.735 -0.472 -1.765 0.00
H 1.764 -0.202 -0.311 0.02
H 2.312 2.758 -0.101 0.00
H 0.723 1.970 0.058 0.01
H 0.957 3.259 -1.141 0.00
H 3.502 1.320 -2.881 0.00
H 3.127 2.922 -2.288 0.00
H 3.598 3.486 -4.748 0.00
H 2.494 3.952 -6.909 0.00
H 0.220 3.067 -7.344 0.00
H -0.936 1.748 -5.641 0.00
C 4.641 -0.600 3.612 0.00
C 4.047 0.636 3.398 0.00
C 2.729 0.708 2.974 0.00
C 1.986 -0.453 2.775 0.00
C 2.587 -1.688 2.988 0.00
C 3.910 -1.760 3.405 0.00
As 0.173 -0.262 2.063 0.00
C -0.631 -1.915 2.679 0.00
C -0.503 -3.176 2.110 0.00
C -1.205 -4.250 2.648 0.00
C -2.033 -4.053 3.744 0.00
C -2.163 -2.794 4.316 0.00
C -1.461 -1.716 3.792 0.00
C -1.491 -0.329 4.300 0.00
C -2.226 0.122 5.391 0.00
C -2.163 1.457 5.760 0.00
C -1.381 2.352 5.040 0.00
C -0.654 1.912 3.942 0.00
C -0.696 0.574 3.584 0.00
H 5.671 -0.658 3.941 0.00
H 4.611 1.546 3.559 0.00
H 2.277 1.680 2.805 0.00
H 2.024 -2.602 2.847 0.00
H 4.366 -2.727 3.573 0.00
H 0.138 -3.330 1.248 0.00
H -1.110 -5.234 2.207 0.00
H -2.584 -4.887 4.158 0.00
H -2.814 -2.661 5.170 0.00
H -2.848 -0.562 5.955 0.00
H -2.734 1.805 6.611 0.00
H -1.346 3.394 5.330 0.00
H -0.064 2.619 3.371 0.00
```

Frontier orbital gap (alpha / beta) = 7.8 / 8.5 eV
HOMO (alpha / beta) = -7.7 / -8.4 eV
E_tot = -5888.13889 Eh
Spin multiplicity = 5
ΔE to the lowest compared entry with this formula, charge and spin = 30.4 kJ/mol

The highest E_tot belongs to which entry?
C3HNO2